(1)
Molecular formula: C25H31AuBr4NO6Si
Method: DFT, ωB97M-V/def2-TZVPD

```
69
Properties=species:S:1:pos:R:3:forces:R:3:mulliken_spin:R:1
Au -0.199757 -1.017847 0.502620 -0.066 0.616 0.292 0.467
Br 3.723365 -5.711297 -3.528643 -0.041 -0.038 0.035 0.010
C 2.303527 -4.874790 -2.614398 0.136 0.338 0.134 0.058
C 1.018252 -5.482582 -2.579132 -0.266 0.027 0.093 0.077
Br 0.761513 -7.150693 -3.414176 -0.009 -0.020 -0.018 0.012
C -0.027851 -4.860973 -1.938914 -0.077 -0.465 -0.250 0.014
Br -1.755024 -5.625441 -1.896936 0.072 0.110 0.071 0.003
C 0.112315 -3.600655 -1.285526 -0.007 0.098 0.082 0.166
O -0.832212 -3.045580 -0.680591 0.151 0.058 -0.065 0.264
C 1.443348 -2.951320 -1.354945 -0.061 0.253 0.087 0.120
O 1.609019 -1.810749 -0.868932 0.031 -0.290 -0.002 0.261
C 2.500859 -3.658908 -2.005208 0.318 -0.255 -0.320 0.039
Br 4.168615 -2.785751 -2.035382 -0.080 0.023 0.059 0.005
C -0.760152 -0.133770 -2.896505 0.019 0.014 0.071 0.052
C -1.956550 0.457383 -2.136400 0.078 0.000 0.151 0.033
C -2.476445 1.681262 -2.901362 0.029 -0.010 0.103 0.021
C -3.048468 -0.620695 -2.141927 0.042 0.047 0.093 0.011
Si -1.432332 0.887450 -0.304733 -0.145 -0.035 0.001 0.145
C -2.966255 1.015402 0.895388 0.156 -0.024 -0.096 0.080
C -4.081849 1.901936 0.326963 0.069 -0.043 -0.051 0.022
C -3.539107 -0.381658 1.177654 0.062 -0.005 -0.078 0.028
C -2.522990 1.580170 2.251838 0.056 -0.010 -0.060 0.019
C -0.322709 2.491460 -0.236913 -0.097 -0.175 0.073 0.046
C -1.160694 3.772688 -0.349440 -0.036 -0.097 -0.002 0.025
C 0.710309 2.487795 -1.368988 -0.054 0.054 -0.002 0.028
C 0.462366 2.544897 1.080958 -0.052 0.018 0.004 0.012
H -1.067218 -0.392894 -3.916477 -0.019 0.009 -0.012 -0.002
H -0.410370 -1.042772 -2.406728 0.028 -0.012 -0.053 -0.033
H 0.082377 0.552613 -2.961094 -0.006 -0.048 -0.037 -0.002
H -2.814665 1.373845 -3.897799 -0.003 -0.016 -0.007 0.002
H -1.696920 2.431846 -3.036783 -0.062 0.027 -0.031 0.000
H -3.321402 2.148815 -2.391195 0.007 0.043 -0.058 -0.004
H -3.237319 -0.937461 -3.173878 0.013 -0.001 -0.019 -0.001
H -3.991075 -0.251247 -1.734944 0.003 -0.045 -0.019 0.000
H -2.735593 -1.499734 -1.573449 -0.049 -0.025 -0.035 -0.006
H -4.503241 1.480891 -0.587708 -0.032 0.046 0.016 -0.001
H -3.729251 2.911377 0.108548 -0.070 -0.001 -0.018 -0.003
H -4.894745 1.983151 1.058064 -0.002 -0.008 0.016 0.003
H -3.919285 -0.870566 0.282009 0.005 -0.020 0.058 0.000
H -4.366969 -0.293697 1.890280 -0.005 0.005 0.019 -0.001
H -2.778336 -1.027179 1.621603 -0.052 -0.031 0.042 -0.010
H -2.234690 2.630246 2.185243 -0.013 -0.017 0.031 -0.002
H -1.688926 1.005932 2.663071 -0.015 0.029 0.053 -0.010
H -3.357430 1.515005 2.959208 -0.018 -0.010 -0.004 0.000
H -1.759277 3.792281 -1.262251 -0.015 0.062 0.033 -0.004
H -0.493655 4.642303 -0.367044 0.017 0.006 -0.002 0.002
H -1.829285 3.888726 0.504897 0.005 0.049 -0.045 0.000
H 0.247647 2.591246 -2.351597 0.054 -0.037 0.020 0.002
H 1.316009 1.582943 -1.357200 0.086 -0.100 -0.031 -0.004
H 1.388367 3.338949 -1.238785 -0.001 0.009 0.019 0.001
H -0.183678 2.655448 1.950209 0.065 -0.025 -0.015 0.002
H 1.147852 3.400142 1.059769 -0.002 0.014 -0.012 0.000
H 1.053520 1.643300 1.221924 0.113 -0.104 0.058 -0.017
O 0.797618 -0.865578 4.810205 -0.044 0.049 -0.039 0.011
C 1.043105 -0.736597 3.612512 -0.291 -0.213 0.269 0.008
O 0.133475 -0.773460 2.709059 0.484 0.048 -0.391 0.058
C 2.534473 -0.510010 3.289116 -0.165 0.054 -0.071 -0.003
C 3.374965 -0.381079 4.392827 0.106 0.006 0.091 -0.002
C 4.730417 -0.131370 4.247195 -0.100 -0.025 0.037 0.000
C 5.275699 0.003704 2.985681 0.168 0.053 -0.229 0.000
C 4.442581 -0.121869 1.885907 -0.237 -0.055 0.578 0.009
C 3.085355 -0.392060 2.019597 -0.021 0.015 -0.111 -0.003
N 5.018574 0.073462 0.559283 0.227 -0.056 -0.406 0.002
O 6.238536 0.086290 0.462278 -0.151 -0.002 0.063 0.000
O 4.263804 0.217962 -0.378356 -0.061 0.058 0.075 0.000
H 2.928354 -0.485718 5.372067 -0.017 0.019 -0.043 0.000
H 5.363945 -0.031030 5.118905 -0.009 -0.009 0.005 0.000
H 6.325225 0.211015 2.838194 -0.005 -0.002 -0.022 0.000
H 2.490347 -0.524901 1.131270 -0.141 0.068 -0.181 -0.010
```
Forces are in eV/Å.

Summary:
HOMO-LUMO gap (spin up / spin down), eV: 7.083 / 6.726
Relative energy (zero: lowest compared OMol25 entry of this formula, charge and spin), kJ/mol: 7.6
Spin multiplicity: 3
Total charge: -1

(2)
Molecular formula: C25H31BN5O4PRb
Method: DFT, ωB97M-V/def2-TZVPD

```
68
Properties=species:S:1:pos:R:3:forces:R:3:mulliken_charge:R:1
Rb 1.469094 0.304053 1.992322 0.265 -0.386 -0.333 0.683
C -0.658511 -3.835353 -5.744013 -0.126 -0.712 0.395 -0.582
C -1.666446 -3.030221 -5.255584 0.244 -0.041 0.957 -0.387
C -1.543885 -2.589281 -3.929255 0.460 0.088 -0.546 -0.713
C -0.424196 -2.900791 -3.141308 -0.196 -0.064 -1.771 0.424
C 0.381979 -3.954739 -3.597472 0.985 -0.500 2.472 -0.360
C 0.282768 -4.404913 -4.868397 -1.197 0.896 -1.112 -0.446
P -0.011389 -1.796098 -1.809452 -0.750 0.382 1.905 -0.376
C -0.059462 -0.161652 -2.631623 0.311 0.310 -1.508 0.059
C 0.432309 0.072712 -3.935042 -0.256 -0.750 0.353 0.178
C 0.575570 1.354482 -4.437114 0.181 -0.748 0.047 -0.763
C 0.236053 2.440877 -3.694111 -1.249 0.771 1.508 -0.399
C -0.361389 2.205292 -2.428256 0.990 1.233 -1.083 -0.632
C -0.445541 0.938920 -1.878528 -0.298 0.057 0.572 -0.154
C 1.786863 -1.801918 -1.631415 1.150 -1.536 -1.130 0.227
C 2.668771 -2.156861 -2.650311 0.620 1.365 0.195 -0.263
C 4.030063 -1.897296 -2.425153 0.881 -0.954 -0.371 -0.721
C 4.549778 -1.475666 -1.214398 -1.887 0.654 1.517 -0.747
C 3.629617 -1.289055 -0.138840 1.366 -0.862 -2.542 -0.152
C 2.319045 -1.519443 -0.404311 -2.423 1.071 3.207 -0.327
H -0.644466 -4.140076 -6.761764 -0.100 -0.236 -0.787 0.410
H -2.531769 -2.734810 -5.843741 0.290 0.057 -0.067 0.390
H -2.245014 -1.855086 -3.583363 -0.248 0.304 0.292 0.382
H 1.122685 -4.425882 -2.871946 -0.802 0.890 -1.163 0.356
H 0.934098 -5.133687 -5.247099 0.890 -0.959 -0.384 0.441
H 0.724576 -0.767694 -4.571430 -0.077 0.175 0.228 0.127
H 0.977787 1.502449 -5.398773 0.511 0.000 -1.156 0.440
H 0.362309 3.472622 -4.069361 -0.110 -0.666 0.207 0.318
H -0.651321 3.116524 -1.914047 -0.158 -0.282 0.485 0.405
H -0.701338 0.727180 -0.801134 -0.097 0.580 -1.217 0.288
H 2.333474 -2.403608 -3.643687 0.075 -0.382 -0.215 0.280
H 4.779996 -2.202012 -3.147066 -0.175 0.232 -0.517 0.307
H 5.560190 -1.208952 -1.028941 1.192 -0.124 -0.385 0.374
H 3.963173 -1.091543 0.862237 0.514 0.219 0.530 0.496
N 4.205995 0.623836 3.143765 0.574 0.568 -0.981 -0.530
N 4.230857 1.964141 2.522625 0.570 -0.587 0.111 -0.167
C 3.777592 2.972397 3.278024 1.176 0.734 0.534 0.556
N 3.998845 4.279600 3.027227 -0.417 0.095 -1.001 -0.383
N 3.203038 2.491902 4.391116 -0.476 0.126 -0.658 -0.093
N 2.646368 3.268805 5.230837 -0.727 3.247 2.178 -0.271
O -0.614872 0.067249 0.612954 -1.366 -0.395 1.826 -0.968
O 2.814430 4.543517 5.162657 -0.521 -2.301 0.024 -0.491
H 3.702279 0.822903 4.018627 0.378 -0.224 -0.145 0.427
H 5.174350 0.356814 3.360982 -0.449 0.314 -0.083 0.247
H 4.959467 2.159270 1.845184 -0.338 -0.426 -0.031 0.239
H 4.291867 4.587372 2.092906 -0.174 -0.446 0.592 0.205
H 3.485302 4.945261 3.661343 0.567 -1.078 -0.419 0.306
C -4.229804 2.248859 2.288440 -0.828 -1.404 -0.475 -1.890
C -3.246765 1.172580 2.732333 1.010 1.226 1.079 1.539
C -2.860117 1.449044 4.226850 -0.257 -0.119 -0.511 -1.903
O -2.096925 1.427590 1.914238 -0.535 -1.318 0.399 -0.507
B -1.646064 0.153021 1.420065 1.277 0.372 -1.018 1.022
O -2.421384 -0.898211 1.976293 -0.123 0.490 -0.252 -0.538
C -3.588561 -0.346527 2.562611 -0.703 0.047 -0.468 1.925
C -4.792341 -0.605377 1.642061 -0.160 0.670 0.507 -2.239
C -3.784308 -1.103167 3.869671 0.307 -0.546 -0.392 -1.733
H -3.693296 3.169865 2.165122 0.195 0.591 0.613 0.488
H -5.072970 2.276503 2.999009 0.080 0.414 -0.511 0.315
H -4.547925 2.033259 1.250806 -0.274 -0.007 0.621 0.337
H -2.594777 2.503113 4.337797 0.240 -0.146 -0.023 0.469
H -2.042888 0.780858 4.549623 -0.200 0.549 -0.155 0.315
H -3.721824 1.258415 4.881183 0.210 0.098 -0.105 0.366
H -4.842005 0.097031 0.817436 0.000 0.006 -0.147 0.393
H -5.735173 -0.576247 2.199002 0.042 0.347 0.023 0.353
H -4.746040 -1.588464 1.239760 0.351 -0.917 -0.361 0.576
H -2.772333 -1.076565 4.307639 -0.728 -0.557 0.312 0.390
H -4.081010 -2.135439 3.564260 0.368 0.615 0.567 0.413
H -4.534478 -0.681687 4.549930 0.156 -0.120 -0.232 0.270
```
Forces are in eV/Å.

Summary:
HOMO-LUMO gap, eV: 3.715
Relative energy (zero: lowest compared OMol25 entry of this formula, charge and spin), kJ/mol: 0.0
Total charge: -1

(3)
Molecular formula: C25H31FeN3O7Se2
Method: DFT, ωB97M-V/def2-TZVPD

```
69
Properties=species:S:1:pos:R:3:forces:R:3:mulliken_spin:R:1
Fe 0.521062 0.065076 0.565758 -0.062 0.280 0.607 3.767
C -1.735332 1.202248 -4.090452 -0.318 0.802 0.916 0.000
O -0.666882 2.012054 -3.628291 0.756 -0.256 -0.850 -0.001
C -1.021382 2.860956 -2.605063 -0.764 0.421 -0.151 0.002
C -1.544339 4.123084 -2.897463 0.602 -0.531 1.563 -0.003
C -1.828473 4.999197 -1.849513 0.449 -0.843 1.036 0.003
C -1.629898 4.524558 -0.537522 -0.513 0.376 -0.901 -0.006
C -1.202791 3.223819 -0.230439 0.379 0.916 -1.126 -0.002
C -0.882262 2.961834 1.139580 -0.916 0.176 0.028 -0.006
N -0.161577 2.002045 1.533129 0.406 0.101 0.792 0.017
N 0.044814 2.069385 2.905438 0.741 -0.776 0.373 0.000
C 0.891730 1.120354 3.271088 -0.010 -0.627 -1.649 -0.016
O 1.427087 0.253226 2.474860 -0.398 0.618 1.011 0.052
C 1.266808 1.096730 4.714279 1.389 -1.427 -0.123 0.007
C 2.257877 0.203217 5.175832 -0.412 0.164 -0.311 0.004
C 2.688264 0.220740 6.486281 0.834 -0.365 0.487 0.000
C 2.162514 1.173341 7.358576 0.075 -0.722 0.636 0.000
C 1.165585 2.015359 6.917369 -0.469 0.445 1.041 0.000
C 0.710647 1.943081 5.623789 -0.301 0.737 -0.374 0.001
C -0.854783 2.345286 -1.299954 -0.172 0.090 0.258 -0.017
O -0.416304 1.137918 -1.155006 0.067 -0.190 0.361 -0.007
H -1.439011 0.582848 -4.898236 0.734 -0.501 -0.780 0.000
H -2.088788 0.559657 -3.285236 -0.357 0.035 0.103 0.000
H -2.477232 1.890534 -4.476554 -0.747 -0.107 0.063 0.000
H -1.654799 4.426723 -3.897135 -0.065 0.246 -1.284 0.000
H -2.083005 6.042392 -1.970415 -0.221 -0.038 -0.318 0.000
H -1.845071 5.254179 0.242173 0.179 -0.377 0.247 0.000
H -1.323532 3.645482 1.869489 0.271 0.005 0.100 0.006
H 2.657085 -0.524068 4.501769 0.153 -0.190 -0.500 0.002
H 3.475564 -0.507056 6.833412 -0.962 0.844 -0.393 0.000
H 2.421380 1.149640 8.421305 0.142 0.181 -0.352 0.000
H 0.694353 2.700986 7.634249 0.201 -0.195 -0.356 0.000
H -0.045227 2.562664 5.198525 -0.579 0.626 0.229 -0.001
O -2.035142 -1.612676 -1.332688 0.169 0.237 -0.750 0.002
C -2.693504 -2.656349 -0.712745 -0.831 -0.183 2.167 0.004
C -1.833125 -3.411379 0.367245 0.248 -0.443 -1.087 -0.004
C -2.594661 -4.743581 0.601268 0.272 0.106 -0.465 0.002
O -2.287482 -5.460004 1.772890 0.323 -0.003 0.697 0.000
C -1.705036 -2.676740 1.706641 1.013 0.282 -0.037 0.000
Se -1.741795 -0.679345 1.727181 -0.160 -0.481 -0.104 0.078
C -0.473051 -3.782659 -0.232914 0.641 0.711 0.298 0.005
Se 0.941188 -2.387225 -0.292775 0.651 -0.117 0.246 0.059
H -1.738553 -1.011648 -0.608758 -0.175 -0.056 -0.171 0.001
H -3.060700 -3.405126 -1.438280 0.253 0.407 -0.068 0.000
H -3.589081 -2.253204 -0.135672 0.584 -0.473 -0.630 0.001
H -2.381210 -5.429354 -0.211403 0.094 -0.104 -0.328 -0.001
H -3.658697 -4.577732 0.595616 -0.796 0.413 -0.123 0.000
H -2.372424 -4.815060 2.488616 0.188 -0.221 0.035 0.000
H -0.803494 -3.017934 2.295479 -0.852 0.275 -0.778 -0.001
H -2.584345 -2.976677 2.232133 -0.787 0.090 0.925 0.002
H -0.497974 -4.087039 -1.271914 -0.575 -0.314 -0.168 -0.001
H -0.010372 -4.579554 0.354384 -0.149 -0.012 -0.018 0.003
O 4.520494 0.671191 -1.505511 -0.777 0.011 0.120 -0.002
C 3.285215 0.547094 -1.409366 -0.290 -0.264 -0.173 0.004
O 2.535212 0.469246 -0.405674 0.218 0.066 0.476 0.027
C 2.466070 0.510200 -2.725875 0.972 -0.912 -1.734 0.007
N 1.202438 -0.248786 -2.652030 -0.786 -0.792 0.643 0.001
C 0.976120 -0.995772 -3.910550 -0.304 1.355 -0.453 0.001
C 2.391011 -1.406707 -4.299014 -0.753 -0.131 0.510 -0.002
C 3.185759 -0.171551 -3.960366 0.830 0.825 0.502 0.001
H 2.237451 1.522571 -3.016172 -0.235 0.481 0.151 -0.001
H 0.381785 0.351044 -2.346746 0.411 0.004 -0.006 0.007
H 1.178206 -1.043508 -1.893685 0.332 0.896 -0.341 0.002
H 0.459594 -0.322029 -4.635602 0.622 -0.449 0.355 0.000
H 0.295487 -1.770375 -3.629871 -0.389 -0.845 -0.145 0.001
H 2.533812 -1.769126 -5.291174 -0.201 0.182 -1.119 0.000
H 2.600029 -2.282728 -3.725531 0.567 -0.422 1.009 0.001
H 3.136767 0.481084 -4.848784 0.119 0.035 0.384 0.000
H 4.249937 -0.316022 -3.693993 -0.555 -0.071 -0.203 0.000
```
Forces are in eV/Å.

Summary:
HOMO-LUMO gap (spin up / spin down), eV: 5.532 / 6.122
Relative energy (zero: lowest compared OMol25 entry of this formula, charge and spin), kJ/mol: 0.0
Spin multiplicity: 5
Total charge: -2